#w
20
Properties=species:S:1:pos:R:3 method="wB97M-V/def2-TZVPD" total_charge=0 multiplicity=1 e_homo_ev=-8.0
C -0.569 -0.130 0.035
C 0.504 0.464 -0.881
C -1.980 -0.070 -0.536
C 0.758 -0.386 -2.124
N -0.509 0.589 1.353
H -0.305 -1.163 0.275
H -0.579 1.597 1.220
H -1.266 0.294 1.967
H 1.425 0.553 -0.301
H 0.197 1.474 -1.175
H -2.711 -0.492 0.158
H -2.036 -0.645 -1.459
H -2.267 0.959 -0.764
H 1.057 -1.397 -1.846
H 1.565 0.048 -2.714
H -0.122 -0.453 -2.766
N 1.704 -0.704 2.560
O 2.039 0.465 2.103
O 2.576 -1.399 3.045
H 0.520 0.395 1.852


#x
20
Properties=species:S:1:pos:R:3 method="wB97M-V/def2-TZVPD" total_charge=0 multiplicity=1 e_homo_ev=-6.9
C -0.792 -0.168 0.246
C 1.822 -0.479 0.218
C 0.270 0.177 -0.686
C -1.858 0.843 -1.227
N -0.835 0.478 1.463
N -1.229 -1.476 0.225
O 1.969 0.389 1.341
O 2.913 -0.356 -0.656
H 2.857 0.291 1.713
H 2.839 0.488 -1.122
H 1.811 -1.530 0.530
H -0.172 1.240 1.562
H -0.801 -0.097 2.293
H -1.428 -1.912 1.113
H -1.915 -1.698 -0.480
H 0.333 -0.376 -1.611
H 0.597 1.207 -0.666
H -2.210 0.086 -1.929
H -1.489 1.730 -1.739
H -2.681 1.164 -0.590


#y
20
Properties=species:S:1:pos:R:3 method="wB97M-V/def2-TZVPD" total_charge=0 multiplicity=1 e_homo_ev=-8.7
C -1.434 1.401 1.396
C -0.101 1.177 0.638
C 0.782 0.209 1.462
N -0.398 0.713 -0.729
H -2.110 2.119 0.886
H -1.982 0.449 1.481
H -1.311 1.809 2.416
H 0.419 2.151 0.561
H 0.432 -0.839 1.347
H 0.819 0.499 2.528
H 1.850 0.223 1.131
H -1.095 -0.080 -0.783
H -0.653 1.455 -1.314
H 0.489 0.152 -1.106
N 1.331 -1.286 -1.315
C 0.026 -2.139 -1.805
O 0.278 -3.126 -2.590
O -1.052 -1.723 -1.299
H 1.870 -1.907 -0.693
H 1.840 -1.256 -2.212


#z
20
Properties=species:S:1:pos:R:3 method="wB97M-V/def2-TZVPD" total_charge=0 multiplicity=1 e_homo_ev="-6.5 / -6.5"
C -2.664 -0.212 0.230
C 1.074 0.539 0.759
N 0.425 1.726 0.759
O -2.068 0.317 1.173
N 0.704 -0.372 1.679
H -0.254 -0.316 2.016
H 0.602 2.326 -0.032
H -0.556 1.677 1.047
H 1.070 -1.300 1.524
H -3.175 0.380 -0.539
H -2.840 -1.294 0.192
C 1.839 0.125 -0.378
C -0.679 -0.589 -1.598
O 2.620 -1.037 -0.190
H 3.490 -0.787 0.141
H 0.809 -0.258 -1.227
H 2.359 0.926 -0.904
H -1.157 -1.023 -2.468
H -0.959 0.440 -1.427
H -0.639 -1.266 -0.757


Relative energies with respect to the most stable structure, expressed in hartree: #w 0.0970; #x 0.1230; #y 0.0000; #z 0.1333.